Entry 1:
Formula: C42H61BrClNO5SSi2
Source: OMol25
Level of theory: wB97M-V/def2-TZVPD

Computed properties:
Kohn-Sham gap: 9.396 eV
HOMO: -9.2 eV

Geometry as ORCA input:
```
! wB97M-V def2-TZVPD RIJCOSX def2/J DEFGRID3
* xyz 0 1
C -3.6487 -0.6780 -0.8328
C -3.4640 -1.4911 -2.1242
C -2.6728 -0.7539 -3.2251
C -1.2915 -1.3419 -3.4868
C -0.3534 -1.3540 -2.2617
C 0.7464 -0.2946 -2.3678
C 0.2573 1.1537 -2.3960
C -0.6540 1.5275 -1.2241
C 0.1765 2.0010 -0.0134
Si -0.6547 1.6305 1.6187
C -2.5210 1.9668 1.5633
C -2.9547 3.2850 2.1043
O -2.2557 4.2448 2.3446
Br -4.9034 3.4048 2.4445
O 0.1572 2.5106 2.7871
Si 0.0005 2.0972 4.3870
C -0.5776 3.6385 5.3060
C 0.4999 4.1126 6.3136
C 1.4865 5.0597 5.6063
C 2.8766 5.0340 6.2458
S 3.8890 3.6407 5.8154
O 3.4144 2.4580 6.4549
O 5.2447 3.9966 6.0607
Cl 3.6402 3.4018 3.8057
N -1.0771 0.7181 4.6422
C -1.8060 0.8257 5.9317
C -0.4503 -0.5941 4.6093
C 0.7783 -0.9086 5.4232
O -0.9420 -1.4651 3.9088
H -4.5959 -0.9112 -0.3682
H -3.6123 0.3747 -1.0891
H -2.8326 -0.8759 -0.1458
H -4.4548 -1.7025 -2.5040
H -2.9571 -2.4316 -1.9337
H -2.6174 0.3118 -3.0279
H -3.2480 -0.8511 -4.1422
H -0.7926 -0.7710 -4.2616
H -1.4408 -2.3657 -3.8123
H -0.8819 -1.2801 -1.3190
H 0.1614 -2.3102 -2.2618
H 1.3253 -0.4846 -3.2660
H 1.3965 -0.4312 -1.5070
H -0.1789 1.4012 -3.3592
H 1.1415 1.7768 -2.2912
H -1.3279 0.7192 -0.9728
H -1.2567 2.3665 -1.5566
H 1.1597 1.5420 -0.0152
H 0.3174 3.0731 -0.1077
H -0.4872 0.1885 1.8742
H -3.0155 1.1703 2.1110
H -2.8503 1.8556 0.5340
H 1.3358 1.7794 4.9057
H -1.5494 3.5192 5.7705
H -0.6721 4.4226 4.5631
H 0.0098 4.6368 7.1261
H 1.0412 3.2756 6.7375
H 1.5262 4.8051 4.5542
H 1.0941 6.0657 5.6931
H 2.7638 5.0516 7.3214
H 3.4228 5.9295 5.9787
H -2.7272 1.3758 5.7928
H -2.0815 -0.1540 6.3024
H -1.2452 1.3308 6.7177
H 1.0826 -1.9033 5.1338
H 1.6173 -0.2509 5.2421
H 0.5874 -0.9435 6.4905
C 4.1631 -5.0865 2.0835
C 4.1740 -4.0654 3.0224
C 2.9894 -3.4344 3.3748
C 1.7902 -3.8273 2.7952
C 1.7801 -4.8508 1.8576
C 2.9659 -5.4777 1.4994
H 5.0870 -5.5777 1.8073
H 5.1062 -3.7614 3.4805
H 3.0005 -2.6330 4.1031
H 0.8649 -3.3358 3.0731
H 0.8465 -5.1594 1.4054
H 2.9571 -6.2728 0.7651
C 7.3273 -4.9015 7.7456
C 6.7293 -3.7817 7.1850
C 5.5277 -3.9052 6.5019
C 4.9189 -5.1476 6.3862
C 5.5157 -6.2662 6.9499
C 6.7215 -6.1441 7.6263
H 8.2659 -4.8055 8.2757
H 7.2003 -2.8118 7.2800
H 5.0647 -3.0319 6.0596
H 3.9801 -5.2430 5.8558
H 5.0407 -7.2346 6.8611
H 7.1890 -7.0179 8.0615
C -3.3134 -0.4470 -8.6611
C -3.2851 -1.1662 -7.4748
C -4.3569 -1.9765 -7.1275
C -5.4544 -2.0742 -7.9710
C -5.4817 -1.3577 -9.1592
C -4.4132 -0.5413 -9.5025
H -2.4784 0.1874 -8.9309
H -2.4264 -1.0953 -6.8188
H -4.3363 -2.5329 -6.1989
H -6.2885 -2.7092 -7.7024
H -6.3369 -1.4352 -9.8179
H -4.4365 0.0213 -10.4273
C -2.9288 2.9297 -10.6217
C -1.6844 3.3924 -10.2176
C -0.8120 3.9399 -11.1475
C -1.1874 4.0320 -12.4804
C -2.4329 3.5721 -12.8839
C -3.3023 3.0177 -11.9554
H -3.6083 2.5000 -9.8963
H -1.3943 3.3257 -9.1768
H 0.1606 4.2957 -10.8335
H -0.5087 4.4627 -13.2049
H -2.7259 3.6455 -13.9232
H -4.2721 2.6547 -12.2711
*
```

Entry 2:
Formula: C42H61F24IN5O17S
Source: OMol25
Level of theory: wB97M-V/def2-TZVPD

Computed properties:
Kohn-Sham gap: 7.614 eV
HOMO: -11.5 eV

Geometry as ORCA input:
```
! wB97M-V def2-TZVPD RIJCOSX def2/J DEFGRID3
* xyz 1 1
C 7.1350 -2.1082 1.1959
C 7.0243 -1.1237 -0.0762
O 6.8217 0.2199 0.4976
C 6.4021 1.0412 -0.6034
C 4.9794 1.6821 -0.3162
N 4.8807 2.4254 0.9117
C 3.4975 2.8722 0.7964
N 2.9265 3.6376 1.7366
S 1.3313 4.2513 1.8709
N 2.8524 2.4273 -0.3709
I 1.0440 2.6337 -1.2726
N 3.7779 1.6758 -1.0674
C 3.6414 0.9602 -2.3573
C 2.7949 -0.3962 -2.2920
C 2.2765 -0.8027 -0.8368
C 2.0225 -2.3993 -0.6989
C 1.9661 -2.6759 0.8884
N 0.7824 -2.0511 1.5438
H 7.1328 -3.1704 0.8040
H 8.1174 -1.8440 1.7236
H 6.2573 -1.8765 1.8766
H 7.9399 -1.1585 -0.7454
H 6.0555 -1.3656 -0.6286
H 6.4843 0.5327 -1.6235
H 7.1406 1.9205 -0.6539
H 3.5588 3.8989 2.5134
H 0.3888 3.2426 2.0011
H 3.2567 1.6209 -3.2041
H 4.7022 0.6648 -2.6720
H 3.3812 -1.2901 -2.6955
H 1.8709 -0.3157 -2.9636
H 1.2401 -0.3342 -0.6849
H 2.9717 -0.5160 0.0157
H 2.8120 -3.0143 -1.2250
H 0.9700 -2.6309 -1.0792
H 2.9022 -2.2374 1.3911
H 1.9420 -3.7960 1.1228
H 0.9006 -2.1951 2.5630
H 0.7986 -1.0195 1.4548
C 6.4850 -7.3775 -1.8008
C 6.3337 -6.6516 -3.1229
O 4.9477 -6.5441 -3.4874
C 4.2668 -5.5346 -2.9237
O 4.7400 -4.7427 -2.1512
C 2.8296 -5.5100 -3.4354
F 2.2713 -6.7324 -3.4655
F 2.7540 -5.0263 -4.6896
F 2.0272 -4.7431 -2.6790
H 5.9858 -8.3485 -1.8371
H 7.5391 -7.5301 -1.5633
H 6.0251 -6.8126 -0.9869
H 6.8217 -7.2239 -3.9138
H 6.8073 -5.6672 -3.0988
C -5.9989 1.3987 1.0385
C -5.8606 1.7177 -0.4365
O -4.5950 2.3497 -0.7024
C -3.5452 1.5265 -0.8420
O -3.6007 0.3314 -0.7570
C -2.2861 2.3238 -1.1678
F -2.1527 3.4203 -0.4000
F -2.2774 2.7528 -2.4447
F -1.1482 1.6028 -1.0000
H -5.8452 2.2976 1.6404
H -6.9889 0.9936 1.2546
H -5.2500 0.6702 1.3579
H -6.6342 2.4282 -0.7329
H -5.9888 0.8266 -1.0555
C 8.3344 5.0147 0.9512
C 8.4423 5.3157 -0.5308
O 9.6909 5.9543 -0.8290
C 10.7478 5.1347 -0.9783
O 10.6966 3.9395 -0.8738
C 11.9960 5.9342 -1.3403
F 12.1316 7.0419 -0.5884
F 11.9698 6.3415 -2.6234
F 13.1234 5.2264 -1.1841
H 8.4899 5.9221 1.5394
H 7.3523 4.6015 1.1908
H 9.0966 4.2979 1.2640
H 7.6555 6.0144 -0.8217
H 8.3122 4.4145 -1.1357
C 0.1844 3.8368 8.4816
C 0.2938 4.1639 7.0057
O 1.5452 4.8102 6.7201
C 2.6040 3.9986 6.5578
O 2.5599 2.8014 6.6395
C 3.8491 4.8107 6.2127
F 3.9808 5.9041 6.9820
F 3.8250 5.2438 4.9322
F 4.9817 4.1090 6.3564
H 0.3388 4.7339 9.0856
H -0.7972 3.4194 8.7122
H 0.9467 3.1148 8.7821
H -0.4927 4.8674 6.7263
H 0.1651 3.2735 6.3852
C -4.2114 3.7839 -5.1431
C -3.9192 2.3121 -4.9278
O -4.9588 1.5015 -5.4956
C -4.8639 1.2676 -6.8170
O -3.9868 1.6915 -7.5176
C -5.9966 0.3569 -7.2811
F -7.1883 0.7136 -6.7693
F -5.7921 -0.9225 -6.9129
F -6.1404 0.3533 -8.6164
H -5.2004 4.0393 -4.7551
H -3.4642 4.4029 -4.6429
H -4.2118 4.0332 -6.2061
H -3.9009 2.0951 -3.8602
H -2.9423 2.0321 -5.3305
C -3.7813 -0.3103 -10.3937
C -3.0909 -1.5956 -9.9835
O -2.0812 -1.9586 -10.9389
C -0.8928 -1.3465 -10.7997
O -0.6427 -0.5369 -9.9481
C 0.0958 -1.8591 -11.8429
F -0.4514 -1.9484 -13.0691
F 0.5505 -3.0893 -11.5349
F 1.1739 -1.0697 -11.9628
H -4.1783 -0.3950 -11.4085
H -4.6007 -0.0782 -9.7106
H -3.0827 0.5292 -10.3937
H -3.8151 -2.4125 -9.9682
H -2.6667 -1.5222 -8.9789
C -5.0813 -4.5439 4.1969
C -6.0066 -3.9748 3.1398
O -6.9258 -3.0360 3.7221
C -6.4599 -1.7888 3.9006
O -5.3444 -1.4387 3.6085
C -7.5474 -0.8864 4.4758
F -8.2285 -1.4744 5.4778
F -8.4583 -0.5447 3.5434
F -7.0598 0.2614 4.9704
H -5.6574 -4.9773 5.0179
H -4.4374 -5.3150 3.7707
H -4.4492 -3.7642 4.6275
H -6.6091 -4.7765 2.7091
H -5.4483 -3.5157 2.3204
C -10.1121 -1.7693 7.6868
C -10.7472 -2.7939 8.6057
O -9.7492 -3.4379 9.4129
C -9.3652 -2.7723 10.5168
O -9.7971 -1.7024 10.8473
C -8.3436 -3.5892 11.3026
F -7.4017 -4.1352 10.5089
F -8.9242 -4.6076 11.9649
F -7.6925 -2.8569 12.2182
H -9.3247 -2.2276 7.0907
H -10.8576 -1.3367 7.0171
H -9.6502 -0.9613 8.2587
H -11.2219 -3.5764 8.0109
H -11.5251 -2.3480 9.2301
*
```

Entry 3:
Formula: C42H61F3N2O3P2S2SiSr
Source: OMol25
Level of theory: wB97M-V/def2-TZVPD

Computed properties:
Kohn-Sham gap (alpha / beta): 3.712 / 3.653 eV
energy above the lowest of the compared OMol25 structures with the same formula, charge and spin: 82.0 kcal/mol
HOMO (alpha / beta): -0.8 / -0.8 eV

Geometry as ORCA input:
```
! wB97M-V def2-TZVPD RIJCOSX def2/J DEFGRID3
* xyz -2 1
Sr 12.5797 9.1051 12.1441
C 14.0787 10.6361 15.0401
Si 12.9723 12.1141 15.9069
C 11.8804 13.3621 14.9977
C 11.6262 14.5907 15.6545
C 10.7997 15.6178 15.1336
C 10.3512 15.4893 13.8494
C 10.5413 14.2756 13.1650
C 11.2813 13.1447 13.6368
P 11.1542 11.6777 12.6886
C 11.3323 12.3251 11.0095
C 11.2419 11.3812 9.7455
C 11.1056 12.2159 8.4824
C 11.6936 13.6233 8.6304
C 12.8308 13.8976 9.6919
C 12.7072 13.0614 11.0082
C 9.3998 10.7656 12.6077
C 8.2754 11.6816 12.0193
C 6.7984 11.2889 12.4989
C 6.6423 9.8088 12.8910
C 7.5855 9.4724 14.0385
C 9.0422 10.0993 13.9582
C 13.8419 13.0314 17.2569
C 14.8572 14.0116 17.3316
C 15.1914 14.6306 18.5360
C 14.3851 14.3787 19.6537
C 13.3034 13.5571 19.5579
C 13.1462 12.7369 18.4019
P 11.9096 11.4376 18.0704
C 10.4306 12.1926 19.1347
C 9.9951 13.6019 18.8344
C 8.9185 14.0167 19.8937
C 7.6727 13.1699 19.6381
C 7.8622 11.7929 18.9208
C 9.2644 11.2332 18.9599
C 12.8192 9.9132 18.8126
C 12.4282 9.7369 20.3148
C 11.7767 8.4008 20.7294
C 12.3282 7.1697 20.0521
C 12.0998 7.3122 18.5562
C 12.5222 8.6925 17.9229
H 15.0880 10.9184 15.1196
H 13.7725 10.5391 13.9947
H 13.8491 9.7236 15.5950
H 12.1107 14.7111 16.6084
H 10.5637 16.4916 15.7979
H 9.7709 16.3127 13.4026
H 10.0572 14.2015 12.1755
H 10.5518 13.0713 10.8565
H 10.3942 10.6603 9.8548
H 12.1901 10.8289 9.6538
H 10.0358 12.3367 8.1640
H 11.5877 11.7663 7.6487
H 10.8770 14.3823 8.8743
H 12.0673 13.8707 7.6217
H 12.8537 14.9766 9.8923
H 13.8538 13.6778 9.3263
H 12.8627 13.7256 11.9256
H 13.5769 12.3719 11.1359
H 9.5361 9.8868 11.9407
H 8.3630 11.5881 10.9459
H 8.4092 12.7798 12.2251
H 6.0928 11.5786 11.7542
H 6.4898 11.8622 13.3730
H 6.7542 9.0957 12.0445
H 5.6005 9.5806 13.1845
H 7.7397 8.3479 13.8958
H 7.2453 9.5885 15.0519
H 9.6991 9.2330 14.2065
H 9.2669 10.7178 14.8411
H 15.4668 14.2170 16.4260
H 16.0866 15.2355 18.5958
H 14.6686 14.7481 20.6215
H 12.6194 13.4274 20.4270
H 10.7694 12.1594 20.1763
H 9.4779 13.5691 17.8680
H 10.8412 14.2966 18.7229
H 8.7484 15.0897 19.8559
H 9.3528 13.8394 20.8759
H 6.9959 13.7418 19.0290
H 7.1104 13.0543 20.5825
H 7.4606 11.8800 17.9108
H 7.1932 11.0753 19.4827
H 9.4206 10.7240 17.9657
H 9.3354 10.4569 19.7286
H 13.8537 10.2114 18.6966
H 11.9026 10.6099 20.7281
H 13.4016 9.8273 20.8911
H 10.6818 8.4436 20.5548
H 11.8489 8.3538 21.8341
H 11.7799 6.2576 20.4026
H 13.3886 7.0779 20.2685
H 11.0207 7.2063 18.2974
H 12.6014 6.5029 18.0583
H 11.7365 8.9613 17.2363
H 13.4391 8.4580 17.3425
F 12.7849 8.4050 9.7642
C 13.4249 8.8807 8.4493
F 14.6738 8.3148 8.5294
F 12.7838 8.2339 7.4589
C 13.7367 5.1715 11.5284
C 14.7743 5.8571 12.3325
N 14.6978 7.0661 12.7564
C 15.8282 7.4547 13.3714
C 16.6080 6.2807 13.3945
N 15.9544 5.2115 12.7941
H 13.8026 5.8312 10.6585
H 12.7337 5.3397 11.9354
H 13.7787 4.1232 11.2847
H 16.0879 8.4877 13.6889
H 17.5619 6.1622 13.8871
H 17.5729 4.1045 12.0720
O 18.3045 4.4697 11.4495
S 17.6817 4.6580 9.9680
O 16.2646 4.4457 10.0540
O 18.5877 4.0116 9.0712
S 17.9139 6.5850 9.5063
*
```

Entry 4:
Formula: C42H62AsBaN3SSi2
Source: OMol25
Level of theory: wB97M-V/def2-TZVPD

Computed properties:
Kohn-Sham gap: 5.434 eV
energy above the lowest of the compared OMol25 structures with the same formula, charge and spin: 49.1 kcal/mol
HOMO: -1.4 eV

Geometry as ORCA input:
```
! wB97M-V def2-TZVPD RIJCOSX def2/J DEFGRID3
* xyz -2 1
Ba 0.3549 -0.2674 0.0957
C -3.3714 0.5408 -0.4756
C -3.2614 0.9696 0.8633
C -2.8795 -0.1402 1.6393
C -2.7702 -1.2615 0.7885
C -3.0697 -0.8427 -0.5282
C -3.3733 -1.7000 -1.7281
C -2.5677 -2.6670 1.2736
C -2.7613 -0.2052 3.1400
C -3.6800 2.3038 1.4235
C -3.8866 1.3124 -1.6617
H -2.8059 -1.4062 -2.6158
H -4.4396 -1.6288 -1.9811
H -3.1582 -2.7536 -1.5371
H -1.6271 -2.7947 1.8198
H -2.5856 -3.3580 0.4329
H -3.3819 -2.9712 1.9451
H -1.7768 -0.5728 3.4436
H -3.5132 -0.8822 3.5667
H -2.9057 0.7750 3.5943
H -2.8454 2.8891 1.8223
H -4.3979 2.1725 2.2401
H -4.1697 2.9106 0.6580
H -3.1757 1.2964 -2.4956
H -4.0803 2.3602 -1.4243
H -4.8271 0.8850 -2.0343
C 6.4383 3.4094 1.0390
C 5.0250 3.8667 0.6516
C 5.0474 5.3759 0.3753
C 4.0904 3.6317 1.8388
C 4.5769 3.0795 -0.5833
C 5.1957 3.3347 -1.8072
C 4.8913 2.5497 -2.9261
C 3.9842 1.5254 -2.8080
S 3.4090 0.4495 -4.0809
C 2.7089 -0.6449 -2.6819
N 2.3989 0.2449 -1.6118
C 3.3066 1.2426 -1.5871
C 3.6354 2.0569 -0.4863
C 1.5595 -1.5087 -3.1520
C 1.5344 -1.9416 -4.4809
C 0.5551 -2.8081 -4.9406
C -0.4020 -3.2712 -4.0551
C -0.3351 -2.8856 -2.7209
C 0.6323 -2.0065 -2.2108
H 6.7935 3.9523 1.9208
H 7.1410 3.5779 0.2206
H 6.4352 2.3422 1.2685
H 5.3520 5.9104 1.2800
H 4.0557 5.7302 0.0864
H 5.7452 5.6411 -0.4196
H 4.3953 4.2362 2.6960
H 4.0854 2.5867 2.1477
H 3.0723 3.9138 1.5596
H 5.9392 4.1160 -1.9007
H 5.3783 2.7379 -3.8761
H 3.1617 1.8049 0.4555
H 2.2901 -1.5842 -5.1723
H 0.5453 -3.1157 -5.9802
H -1.1856 -3.9423 -4.3936
H -1.0879 -3.2893 -2.0515
C 3.8652 -1.5687 -2.2762
Si 1.4576 -3.4307 -0.0613
C 2.9379 -4.2782 -0.8503
C 0.0284 -4.5468 -0.4633
N 1.4454 -2.4117 1.1979
C 2.4689 -2.0330 2.1086
C 3.5448 -2.8892 2.3561
C 4.5562 -2.6205 3.2730
C 4.4942 -1.4427 3.9967
C 3.4302 -0.5734 3.7901
C 2.3899 -0.7980 2.8721
N 1.3510 0.0962 2.6852
Si 0.9246 1.2772 3.8372
C 0.3890 0.4991 5.4825
C 2.0762 2.6828 4.4318
C -0.4826 2.3060 3.0803
H 4.1489 -2.2354 -3.0944
H 4.7264 -0.9715 -1.9701
H 3.5293 -2.1488 -1.4264
H 2.7483 -4.5581 -1.8869
H 3.1520 -5.1904 -0.2843
H 3.8201 -3.6430 -0.8118
H -0.0525 -4.6647 -1.5417
H -0.8897 -4.1359 -0.0608
H 0.2032 -5.5262 -0.0103
H 3.5719 -3.8320 1.8192
H 5.3658 -3.3278 3.4135
H 5.2624 -1.1935 4.7208
H 3.4075 0.3448 4.3682
H 1.2603 0.2241 6.0837
H -0.2044 -0.4013 5.3140
H -0.2147 1.1980 6.0703
H 3.0148 2.3999 4.9131
H 1.5010 3.2667 5.1596
H 2.2988 3.3491 3.5986
H -1.0729 1.7226 2.3740
H -0.0641 3.1726 2.5564
H -1.1457 2.6905 3.8598
C 1.2195 4.9093 -0.6384
As 0.3201 3.1614 -0.7602
C -1.5236 3.8236 -0.7132
C 0.4649 2.9734 -2.7019
H 0.7566 5.6457 -1.2974
H 2.2600 4.7603 -0.9332
H 1.1918 5.2792 0.3877
H -1.7500 4.4643 -1.5683
H -1.6914 4.3841 0.2077
H -2.1865 2.9622 -0.7063
H 0.1709 3.8948 -3.2092
H -0.1861 2.1591 -3.0238
H 1.4873 2.7136 -2.9744
*
```

no.,strongest force on any atom (eV Å⁻¹)
1,2.53
2,6.58
3,5.88
4,1.75